No. 1
C4H5N3 | wB97M-V/def2-TZVPD

Each line ends with the natural charge from an NBO analysis.
Cartesian coordinates (Å):
N 0.3268 -2.1208 -0.8754  -0.96
C -0.1580 -0.1518 -0.0455  0.04
C -1.2881 0.0419 0.5004  0.04
N -1.6419 1.2111 1.0893  -0.46
C -0.6219 2.0892 1.0003  0.23
N 0.5819 1.9165 0.4495  -0.44
C 0.8743 0.7374 -0.1118  0.00
H -0.1079 -2.2016 -1.7916  0.39
H 1.2132 -2.6193 -0.8928  0.38
H -0.2638 -2.5977 -0.2006  0.39
H -0.7768 3.0820 1.4224  0.19
H 1.8624 0.6130 -0.5442  0.20

As for the HOMO energy (alpha / beta): -8.100 / -8.102 eV. The SMILES is C1=C=NC=NC=1.N. As for the maximum force: 0.50 eV/Å. Its energy above the lowest of the compared OMol25 structures with the same formula, charge and spin is 467.08 kJ/mol. The calculation puts the LUMO energy (alpha / beta) at 0.3 / 0.3 eV.

No. 2
C30H22N7O9SSn | wB97M-V/def2-TZVPD

Each line ends with the Löwdin charge.
Cartesian coordinates (Å):
Sn -0.2884 -0.4966 1.4076  1.44
C 5.4319 0.3137 3.5642  -0.09
C 4.7452 0.6508 4.7296  -0.09
C 3.3965 0.9440 4.6807  -0.03
C 2.7369 0.9162 3.4520  -0.25
C 3.4101 0.5751 2.2887  -0.01
C 4.7647 0.2710 2.3513  -0.06
N 1.3493 1.1509 3.2930  0.04
N 0.7420 1.4735 4.3277  0.09
C -0.6562 1.6427 4.1469  -0.30
C -1.3438 2.2196 5.2021  -0.01
C -2.7150 2.3739 5.0944  -0.06
C -3.3480 1.9231 3.9538  -0.03
C -2.5868 1.3219 2.9622  -0.11
N -1.2606 1.1947 3.0492  0.06
H 6.4844 0.0639 3.6153  0.10
H 5.2664 0.6659 5.6784  0.10
H 2.8404 1.1836 5.5779  0.10
H 2.8691 0.5290 1.3469  0.06
H 5.2777 -0.0254 1.4459  0.11
H -0.7923 2.5204 6.0812  0.11
H -3.2826 2.8209 5.9006  0.11
H -4.4189 2.0051 3.8334  0.11
H -3.0440 0.9090 2.0749  0.10
O -3.6393 -2.0103 3.5956  0.04
C -2.8387 -1.9604 2.6720  -0.64
O -1.5660 -1.8023 2.7609  -0.22
C -3.3532 -2.1640 1.2582  -0.05
C -4.1768 -3.2297 0.9894  0.07
C -4.5815 -3.4819 -0.3189  -0.14
C -4.1771 -2.6776 -1.3617  0.07
C -3.3959 -1.5749 -1.0809  -0.05
C -2.9524 -1.2746 0.2314  -0.28
O -2.2158 -0.2352 0.5004  -0.26
N -3.0210 -0.7350 -2.2127  -0.34
O -2.8746 0.4549 -2.0333  0.09
O -2.8238 -1.2935 -3.2800  0.06
N -5.4498 -4.6148 -0.6012  -0.36
O -5.8265 -4.7803 -1.7486  0.05
O -5.7942 -5.3179 0.3310  0.06
H -4.5047 -3.8711 1.7950  0.13
H -4.4732 -2.8920 -2.3769  0.13
C 3.0634 -0.2134 -7.0457  -0.06
C 2.7651 -0.3804 -5.5780  -0.28
C 3.7793 -0.2635 -4.6275  -0.05
C 3.5133 -0.4423 -3.2798  -0.06
C 2.2229 -0.7458 -2.8676  -0.28
C 1.2020 -0.8652 -3.7956  -0.05
C 1.4786 -0.6803 -5.1439  -0.04
S 1.8922 -0.8724 -1.1208  0.49
O 2.9737 -1.6310 -0.5434  -0.32
O 0.5488 -1.4665 -1.0544  -0.43
N 1.9280 0.5712 -0.5308  -0.17
C 0.9099 1.4553 -0.8940  -0.40
C 0.9902 2.2529 -2.0442  -0.01
C -0.0416 3.1189 -2.3378  -0.07
C -1.1388 3.1938 -1.4848  -0.08
C -1.1433 2.3847 -0.3707  -0.15
N -0.1457 1.5510 -0.0724  0.03
H 3.9181 0.4456 -7.2014  0.07
H 2.2070 0.2020 -7.5773  0.07
H 3.2997 -1.1762 -7.5050  0.08
H 4.7880 -0.0282 -4.9487  0.11
H 4.2975 -0.3507 -2.5392  0.11
H 0.1993 -1.0958 -3.4588  0.11
H 0.6752 -0.7678 -5.8667  0.11
H 1.8611 2.1623 -2.6805  0.11
H 0.0014 3.7290 -3.2319  0.10
H -1.9778 3.8427 -1.6915  0.10
H -1.9814 2.3839 0.3151  0.10

As for the HOMO energy: -5.409 eV. The net charge is -1. As for the maximum force: 0.64 eV/Å. The calculation puts the LUMO energy at 1.2 eV.

No. 3
C46H132N14O20 | wB97M-V/def2-TZVPD

Each line ends with the Löwdin charge.
Cartesian coordinates (Å):
C -3.3709 -3.4857 2.3787  -0.61
O -2.4115 -3.7391 3.0416  0.02
N -4.6483 -4.0978 2.3333  0.19
N -3.2442 -2.4389 1.4680  0.16
H -4.8568 -4.8909 2.8671  0.08
H -5.2351 -3.7846 1.5776  0.06
H -4.1277 -2.0032 1.2333  0.06
H -2.6505 -1.6861 1.8812  0.08
C -4.6236 0.1762 -0.1733  -0.67
O -4.5037 -0.5196 -1.1651  -0.01
N -5.8735 0.6255 0.2285  0.17
N -3.6122 0.6913 0.5442  0.22
H -6.0845 1.3908 0.8830  0.10
H -6.6103 0.3443 -0.4507  0.12
H -2.6744 0.3434 0.4858  0.07
H -3.7899 1.2426 1.3514  0.06
C 2.1514 -3.1574 -0.4852  -0.63
O 2.8349 -3.1655 0.5357  -0.02
N 0.9998 -3.9183 -0.6022  0.18
N 2.4396 -2.4273 -1.5796  0.20
H 0.5085 -3.9530 -1.5103  0.10
H 0.9147 -4.6657 0.0518  0.07
H 3.1275 -1.7026 -1.4738  0.07
H 1.6359 -2.2343 -2.1644  0.06
C -1.3235 -0.9833 5.0399  -0.67
O -2.1041 -0.7138 4.1516  0.00
N -0.3167 -0.2082 5.4742  0.20
N -1.4439 -2.2313 5.6181  0.15
H -0.3079 0.6759 5.0355  0.07
H 0.3635 -0.5633 6.0975  0.09
H -0.6728 -2.5139 6.2684  0.11
H -1.9144 -2.9181 5.0106  0.08
C -1.4252 -1.9713 -2.4560  -0.65
O -0.2437 -2.0627 -2.8619  -0.04
N -2.4167 -1.7095 -3.3335  0.20
N -1.7669 -2.0966 -1.1543  0.21
H -3.3101 -1.4588 -3.0664  0.04
H -2.1755 -1.4381 -4.2702  0.11
H -1.0203 -2.2363 -0.4948  0.08
H -2.7060 -2.2006 -0.8318  0.05
C -5.0726 0.9645 3.5003  -0.77
O -6.1714 1.5067 3.4594  0.00
N -4.9623 -0.3418 3.6493  0.20
N -3.9674 1.6915 3.4462  0.16
H -5.8320 -0.7859 3.8006  0.11
H -4.1011 -0.8630 3.6652  0.07
H -3.0734 1.2037 3.5434  0.07
H -3.9830 2.6667 3.7315  0.13
C 0.2680 -0.7355 1.5024  -0.54
O -0.8141 -0.0215 1.4677  -0.10
N 1.3266 -0.1870 0.8818  0.20
N 0.3771 -2.0398 2.0282  0.22
H 1.0831 0.7963 0.6126  0.10
H 2.3251 -0.3343 1.1853  0.10
H 1.3493 -2.2714 2.1770  0.07
H -0.3492 -2.2036 2.7197  0.08
C 1.3316 2.9317 3.0837  -0.03
C -0.2609 2.9721 2.9411  -0.43
C -0.7230 3.2700 1.5276  -0.05
O -0.7876 1.7531 3.4282  -0.09
H 1.6768 3.0388 4.1123  0.07
H 1.7749 3.8428 2.6467  0.07
H 1.7164 2.1025 2.4913  0.04
H -0.6373 3.7623 3.5988  0.13
H -0.3823 2.4475 0.8675  0.06
H -0.4576 4.2799 1.1520  0.09
H -1.8110 3.2630 1.4504  0.07
H -0.7625 1.1093 2.7375  0.00
C 4.5125 -4.1325 5.5906  -0.05
C 3.0484 -4.5847 5.8671  -0.50
C 2.0319 -3.8130 4.9339  -0.05
O 2.9994 -5.9537 5.6962  -0.04
H 4.8120 -4.3470 4.5999  0.04
H 5.1819 -4.5434 6.3583  0.09
H 4.6782 -3.0606 5.5945  0.06
H 2.8686 -4.3656 6.9704  0.15
H 2.5056 -3.6854 3.9507  0.06
H 2.0398 -2.7689 5.3000  0.06
H 1.0374 -4.3604 4.8696  0.09
H 3.0202 -6.0031 4.7376  0.08
C 5.0259 -0.5702 -3.2339  -0.05
C 5.9383 -0.6535 -1.9941  -0.42
C 6.6366 0.7440 -1.8254  -0.04
O 5.1686 -0.9651 -0.8259  -0.09
H 4.2944 0.2306 -3.1820  0.08
H 4.5507 -1.5154 -3.3349  0.06
H 5.5749 -0.4118 -4.1236  0.07
H 6.7194 -1.3788 -2.1194  0.13
H 6.0081 1.1468 -0.9590  0.08
H 6.5276 1.4468 -2.6582  0.07
H 7.7138 0.7705 -1.5766  0.07
H 5.4392 -1.8097 -0.4655  0.05
C 3.4503 2.7302 0.3006  -0.07
C 3.3256 3.9389 -0.5079  -0.48
C 4.3709 3.8858 -1.6634  -0.03
O 1.9777 4.1171 -0.8756  -0.09
H 4.4258 2.6022 0.7029  0.07
H 3.3281 1.8898 -0.3451  0.09
H 2.7797 2.8002 1.0883  0.02
H 3.5980 4.8320 0.1050  0.14
H 4.5911 4.9229 -2.0790  0.09
H 4.1504 3.2658 -2.4983  0.05
H 5.2916 3.5217 -1.2085  0.06
H 1.6117 3.4471 -1.5222  0.07
C -1.1861 -7.7049 3.0572  -0.05
C -0.5993 -6.7845 1.9304  -0.48
C -1.6368 -6.4925 0.7960  -0.05
O -0.0841 -5.5874 2.4021  -0.07
H -1.7039 -8.6298 2.7232  0.08
H -1.9014 -7.1996 3.6771  0.05
H -0.2880 -7.9764 3.7012  0.09
H 0.2225 -7.3852 1.4818  0.14
H -1.2579 -5.8544 -0.0563  0.08
H -2.4916 -5.9451 1.0450  0.02
H -1.9774 -7.4159 0.3639  0.07
H -0.8615 -5.0619 2.6744  0.06
C -6.3808 -3.8595 -2.5838  -0.05
C -5.5525 -4.2651 -1.3431  -0.44
C -4.1743 -4.8471 -1.6258  -0.04
O -5.5376 -3.1853 -0.3434  -0.12
H -6.5162 -4.8052 -3.1484  0.09
H -5.8206 -3.0936 -3.2044  0.09
H -7.2803 -3.4178 -2.2200  0.06
H -6.1795 -5.0176 -0.8321  0.14
H -3.4885 -4.2605 -2.2025  0.05
H -4.2656 -5.7736 -2.1934  0.08
H -3.6904 -5.2072 -0.6886  0.07
H -5.3057 -2.3195 -0.7586  0.05
C -3.0907 5.9854 -0.6723  -0.06
C -3.5241 5.0086 -1.7113  -0.49
C -3.3822 3.5280 -1.3085  -0.04
O -4.8628 5.2897 -1.9858  -0.05
H -2.0784 5.8248 -0.3004  0.05
H -3.7460 5.8551 0.2531  0.11
H -3.1927 7.0410 -0.8211  0.06
H -3.1365 5.1781 -2.7195  0.13
H -2.4346 3.3088 -0.8850  0.03
H -3.5030 2.8438 -2.1407  0.07
H -4.1822 3.2690 -0.5521  0.09
H -5.3631 5.1887 -1.1918  0.07
C 5.8382 -0.1943 2.0801  -0.06
C 4.7673 -0.8686 2.9155  -0.43
C 4.1274 0.0840 4.0273  -0.02
O 3.6578 -1.3497 2.1423  -0.11
H 6.7241 0.1593 2.7019  0.11
H 5.4631 0.6682 1.5210  0.06
H 6.1515 -0.8026 1.2258  0.06
H 5.2139 -1.7596 3.4361  0.13
H 4.8082 0.1950 4.8700  0.07
H 3.1945 -0.3245 4.3369  0.04
H 3.9129 1.0962 3.6225  0.07
H 3.9317 -1.9635 1.4450  0.04
C -0.7338 1.4709 -2.3729  -0.03
C 0.6244 1.2168 -3.0616  -0.43
C 0.3825 0.9094 -4.5163  -0.05
O 1.4591 2.3774 -2.8654  -0.09
H -1.1739 2.4240 -2.5425  0.05
H -0.5515 1.3653 -1.3040  0.06
H -1.4222 0.6623 -2.6621  0.08
H 1.0438 0.4390 -2.4464  0.12
H -0.3811 1.5411 -5.0155  0.09
H -0.0720 -0.1008 -4.6456  0.07
H 1.2551 0.8855 -5.2086  0.09
H 1.2536 3.0468 -3.5793  0.10
C 2.0862 7.6517 -0.8990  -0.04
C 0.5898 7.4481 -0.7680  -0.51
C -0.1611 8.5342 -1.4704  -0.07
O 0.1337 6.2417 -1.3823  -0.10
H 2.3167 8.5346 -0.2057  0.11
H 2.3311 8.0877 -1.9142  0.10
H 2.5614 6.7530 -0.6009  0.04
H 0.2278 7.5281 0.2922  0.15
H -1.2120 8.3210 -1.4104  0.07
H 0.2883 8.7454 -2.4550  0.08
H -0.0563 9.4583 -0.8914  0.09
H 0.5392 5.4246 -0.9884  0.08
C 0.6734 7.3943 -5.2454  -0.05
C 0.1148 6.1629 -4.4102  -0.41
C -1.1622 5.5296 -4.9427  -0.05
O 1.1734 5.1484 -4.3652  -0.08
H -0.0611 8.2013 -5.2543  0.07
H 0.9376 7.1915 -6.3117  0.08
H 1.5665 7.8369 -4.8134  0.05
H 0.0152 6.4264 -3.3674  0.08
H -1.1716 5.2817 -5.9894  0.07
H -2.1392 6.0273 -4.8125  0.09
H -1.2412 4.5412 -4.4851  0.06
H 1.9117 5.5122 -3.8623  0.08
C -5.0529 1.7917 -5.9639  -0.05
C -5.8697 0.9425 -4.9572  -0.55
C -6.3445 -0.3276 -5.5896  -0.08
O -5.1387 0.7477 -3.8070  -0.08
H -4.0408 1.4112 -6.2695  0.09
H -4.7965 2.7601 -5.5239  0.07
H -5.7017 2.0244 -6.8027  0.07
H -6.7798 1.4878 -4.5858  0.15
H -6.9104 -0.1509 -6.5413  0.09
H -6.9652 -0.9696 -4.8950  0.09
H -5.5105 -0.9931 -5.8416  0.07
H -5.5218 0.2359 -3.0337  0.10
C 5.3056 -6.0502 1.5358  -0.05
C 6.2509 -4.8605 1.3661  -0.51
C 7.6602 -5.3308 1.1515  -0.07
O 5.8841 -3.9714 0.3165  -0.05
H 4.2945 -5.6660 1.7616  0.07
H 5.5919 -6.7122 2.3713  0.09
H 5.0931 -6.5416 0.5454  0.10
H 6.3317 -4.3432 2.3184  0.12
H 8.4358 -4.5602 1.0709  0.08
H 7.7605 -5.9875 0.2668  0.09
H 7.9996 -5.9053 2.0056  0.08
H 4.9157 -3.9245 0.3750  0.05

As for the HOMO energy: -9.569 eV. As for the maximum force: 3.76 eV/Å. Its energy above the lowest of the compared OMol25 structures with the same formula, charge and spin is 38.55 kJ/mol. The calculation puts the LUMO energy at 0.5 eV.

No. 4
C19H16Cl5N2O4S7Zr | wB97M-V/def2-TZVPD

Each line ends with the natural charge from an NBO analysis.
Cartesian coordinates (Å):
Zr 0.4142 0.5261 -0.5578  1.60
Cl 1.7189 0.1464 2.0908  0.13
C 1.7033 -1.4558 1.4116  -0.05
C 1.1921 -1.5630 0.1201  -0.50
C 1.2751 -2.8496 -0.4132  0.04
Cl 0.8162 -3.1457 -2.0650  0.02
C 1.7670 -3.9456 0.3071  -0.13
Cl 1.8047 -5.5291 -0.3903  0.02
C 2.2314 -3.7735 1.6062  -0.09
Cl 2.8359 -5.1131 2.5116  0.03
C 2.2132 -2.5018 2.1663  -0.09
Cl 2.8066 -2.2395 3.7641  0.04
S 6.2323 4.2786 2.2935  -0.17
C 4.9757 3.5430 1.5093  -0.57
S 5.1431 2.1214 0.5492  0.47
C 3.4805 1.9720 0.0341  -0.41
C 2.6337 2.8989 0.5164  -0.42
S 0.9243 2.9501 0.1903  -0.18
S 3.3476 4.1010 1.5698  0.47
S 3.0047 0.6910 -1.0384  -0.21
O -1.9543 2.5252 1.1916  -0.92
S -1.9829 1.2894 0.4825  2.58
O -3.2986 0.6579 0.4453  -1.05
O -0.9605 0.2705 1.0101  -1.05
O -1.4357 1.3972 -0.9470  -1.04
N -4.6068 -2.2723 -0.8709  -0.49
C -3.7436 -2.3794 0.3664  -0.26
C -2.3344 -2.7405 -0.0856  -0.24
N -1.8024 -1.7860 -1.0329  -0.61
C -2.6448 -1.6420 -2.2020  -0.26
C -4.0676 -1.2461 -1.8478  -0.26
H -5.5624 -2.0383 -0.6100  0.42
H -4.6154 -3.1817 -1.3361  0.41
H -4.1910 -3.1233 1.0252  0.20
H -3.7423 -1.3894 0.8219  0.28
H -2.3270 -3.7321 -0.5583  0.19
H -1.6839 -2.7835 0.7892  0.25
H -1.6848 -0.8967 -0.5577  0.39
H -2.6358 -2.5974 -2.7448  0.18
H -2.2017 -0.8889 -2.8551  0.28
H -4.7349 -1.2243 -2.7092  0.21
H -4.0713 -0.2934 -1.3198  0.28
S 0.3366 -0.0673 -3.0842  -0.31
C -0.0657 1.5309 -3.7559  -0.15
C 0.7487 2.6476 -3.5698  -0.17
C 0.3864 3.8801 -4.0931  -0.22
C -0.7784 4.0198 -4.8335  -0.24
C -1.5807 2.9073 -5.0509  -0.21
C -1.2289 1.6780 -4.5151  -0.24
H 1.6667 2.5435 -3.0060  0.23
H 1.0215 4.7385 -3.9119  0.21
H -1.0596 4.9842 -5.2377  0.20
H -2.4882 2.9984 -5.6364  0.20
H -1.8565 0.8099 -4.6820  0.20

As for the HOMO energy: -4.053 eV. The net charge is -1. As for the maximum force: 3.21 eV/Å. Its energy above the lowest of the compared OMol25 structures with the same formula, charge and spin is 140.69 kJ/mol. The calculation puts the LUMO energy at 1.0 eV.